# 1
The following is a quantum chemistry calculation of a molecular structure, C26H51BrF3N2O7P2S2Si at a distorted geometry, from the Open Molecules 2025 dataset.

Each line ends with the Mulliken charge.
Positions of all 95 atoms, in Å:
C 1.914 -0.154 3.695  -0.4141
C 2.886 0.084 2.404  -0.8252
C 2.044 0.140 0.996  1.4943
C 2.307 -1.082 0.016  -0.6386
C 2.352 -2.441 0.946  -1.0769
C 1.551 -1.244 -1.363  -0.5422
C 2.376 -0.784 -2.737  -0.9646
P 3.247 -2.406 -3.141  0.1023
O 2.111 -3.639 -3.652  -0.4769
Br 4.591 -2.274 -5.010  -0.2347
C 1.227 -0.035 -3.565  0.2301
S 1.294 -0.981 -5.211  -0.2040
S 2.159 1.494 -4.165  1.5383
C 3.896 1.148 -4.726  -0.7622
O 2.303 2.604 -3.161  -0.7116
O 1.479 2.152 -5.377  -0.7205
N -0.162 0.155 -2.885  1.3010
C -0.805 1.475 -2.778  -1.6852
C -0.776 2.494 -1.569  -0.1329
C -2.188 2.531 -0.715  -0.5984
C 0.533 2.561 -0.639  0.5034
P -1.231 -0.574 -4.223  0.3052
C -2.989 -1.037 -3.571  -0.9011
C -1.695 0.629 -5.598  -1.1492
C -0.019 -0.865 -1.710  0.3687
C -0.970 -0.680 -0.446  0.6725
C -0.859 -1.703 0.770  0.8897
O -2.238 -2.051 1.165  -0.6765
Si -2.244 -3.191 2.477  0.5118
C -1.313 -4.826 2.126  -0.9468
C -4.058 -3.658 2.897  -1.0699
C -1.505 -2.346 4.039  -0.4219
O -0.228 -2.070 -2.572  -0.3571
C -0.917 -3.127 -2.016  0.5999
N -1.396 -4.053 -1.387  -0.6715
H 2.180 -1.111 4.281  0.2379
H 2.084 0.712 4.451  0.3147
H 0.800 -0.088 3.411  -0.1905
H 3.781 -0.623 2.368  0.3277
H 3.346 1.135 2.595  0.3613
H 2.529 1.063 0.478  0.2941
H 0.966 0.346 1.303  -1.2682
H 3.435 -0.974 -0.276  0.6212
H 3.432 -2.582 1.346  0.3868
H 1.654 -2.376 1.849  0.0983
H 2.110 -3.393 0.361  0.3245
H 1.600 -2.409 -1.456  -0.0158
H 3.144 -0.043 -2.277  1.0235
H 1.973 -4.225 -2.859  0.3391
H 0.938 -0.162 -6.262  0.2902
H 4.453 2.157 -4.861  0.4079
H 4.515 0.580 -3.925  0.2243
H 3.935 0.564 -5.705  0.2835
H -1.953 1.380 -2.965  0.1971
H -0.490 2.118 -3.699  0.6940
H -0.801 3.572 -2.018  0.8842
H -2.623 3.583 -0.637  0.3428
H -2.962 1.791 -1.116  0.2399
H -1.958 2.187 0.367  -0.2826
H 1.211 1.719 -1.068  -0.4732
H 0.265 2.356 0.455  -0.4613
H 1.088 3.555 -0.724  0.4129
H -3.258 -0.477 -2.600  0.2282
H -3.116 -2.185 -3.477  0.3401
H -3.814 -0.724 -4.328  0.4811
H -0.836 1.157 -6.130  0.3761
H -2.337 0.043 -6.363  0.3834
H -2.375 1.475 -5.176  0.2911
H -0.812 0.331 0.104  -1.0580
H -2.086 -0.651 -0.764  0.4497
H -0.334 -2.697 0.577  0.1842
H -0.387 -1.269 1.739  -0.6505
H -0.162 -4.679 2.142  0.2222
H -1.667 -5.388 1.184  0.3071
H -1.538 -5.541 3.013  0.3583
H -4.544 -4.389 2.159  0.2907
H -4.094 -4.173 3.936  0.3191
H -4.718 -2.724 2.949  0.2856
H -1.987 -2.808 4.974  0.4224
H -1.722 -1.216 3.941  -0.1098
H -0.368 -2.534 4.006  0.1383
C 0.568 4.853 5.970  -1.1329
C -0.626 5.292 5.145  -0.2195
O -0.867 4.368 4.071  -0.2882
C -1.566 3.258 4.390  -0.0470
O -1.981 3.011 5.494  -0.5175
C -1.790 2.395 3.151  1.2491
F -0.673 2.265 2.398  -0.3897
F -2.740 2.915 2.339  -0.2995
F -2.189 1.143 3.449  -0.2440
H 1.445 4.714 5.332  0.3017
H 0.802 5.594 6.736  0.3947
H 0.377 3.895 6.461  0.3117
H -0.417 6.261 4.686  0.3418
H -1.520 5.414 5.763  0.3297

Max |F|, hartree/bohr: 0.1554
Charge: +1
HOMO, eV: -10.709
Relative energy (zero: lowest compared OMol25 entry of this formula, charge and spin), kJ/mol: 765.60
Kohn-Sham gap, eV: 7.689

***

# 2
The following is a quantum chemistry calculation of 2 unconnected molecules or ions with the total composition C26H51N3O4 at a distorted geometry, from the Open Molecules 2025 dataset.

Each line ends with the Mulliken charge.
Positions of all 84 atoms, in Å:
C 2.557 -1.764 1.973  -1.0662
C 1.223 -2.476 2.087  -0.6304
N 0.495 -2.500 0.809  -0.0509
C 0.755 -3.672 -0.044  -0.7452
N 1.993 -4.324 0.280  -0.1365
O 2.171 -5.519 -0.425  -0.4916
C 0.659 -3.223 -1.516  -0.0177
C 1.716 -2.196 -1.876  0.9065
C 3.050 -2.790 -2.265  -0.7750
O 3.682 -2.014 -3.273  -0.5287
O -0.592 -2.621 -1.808  -0.4616
C -1.696 -3.518 -1.749  -0.7715
C -2.722 -3.053 -0.702  -0.8204
C -2.632 -1.591 -0.385  0.9421
C -3.661 -1.175 0.656  -1.0536
C -3.695 0.335 0.851  -0.9631
C -2.828 0.816 1.994  -1.1485
C -1.329 0.645 1.760  0.0992
C -0.834 1.167 0.415  0.9862
C 0.034 2.412 0.529  -0.9713
C 1.484 2.113 0.899  -0.1965
C 2.439 2.459 -0.203  -1.4203
C 2.284 1.547 -1.421  0.9255
C 2.492 2.286 -2.749  -1.3337
N 1.265 2.314 -3.521  0.3062
C 0.410 3.345 -3.732  -0.5519
C -0.569 2.922 -4.445  -0.5711
C -0.376 1.559 -4.717  -0.6940
C 0.754 1.246 -4.140  -0.3270
H 3.387 -2.444 1.865  0.3951
H 2.731 -1.149 2.843  0.4002
H 2.515 -1.090 1.135  0.0664
H 1.318 -3.440 2.568  0.3004
H 0.626 -1.869 2.750  0.5958
H -0.484 -2.557 1.040  0.1363
H -0.030 -4.404 0.115  0.5838
H 2.797 -3.716 0.211  0.2642
H 2.336 -5.328 -1.358  0.3409
H 0.793 -4.058 -2.203  0.7098
H 1.846 -1.511 -1.056  -0.8486
H 1.288 -1.622 -2.680  -0.0986
H 2.907 -3.797 -2.646  0.4274
H 3.708 -2.790 -1.408  0.1876
H 4.125 -2.584 -3.901  0.3224
H -1.341 -4.510 -1.512  0.3138
H -2.172 -3.574 -2.717  0.5145
H -2.636 -3.668 0.185  0.2444
H -3.694 -3.219 -1.144  0.5196
H -2.805 -0.984 -1.261  0.4123
H -1.673 -1.297 0.001  -1.0820
H -3.358 -1.604 1.608  0.3565
H -4.638 -1.550 0.401  0.4986
H -3.523 0.864 -0.072  0.4537
H -4.717 0.565 1.124  0.4691
H -3.090 0.214 2.853  0.5303
H -3.074 1.842 2.230  0.1405
H -1.101 -0.409 1.856  -0.3674
H -0.818 1.139 2.575  0.6797
H -1.644 1.394 -0.255  0.4161
H -0.203 0.400 -0.009  -0.7710
H -0.419 3.102 1.220  0.2030
H 0.005 2.918 -0.428  0.4413
H 1.563 1.084 1.229  -0.1383
H 1.745 2.732 1.747  0.3818
H 2.372 3.504 -0.476  0.4800
H 3.445 2.316 0.170  0.4582
H 1.271 1.189 -1.398  -0.3537
H 2.963 0.710 -1.367  0.4421
H 2.766 3.314 -2.567  0.5195
H 3.280 1.829 -3.316  0.2385
H 0.569 4.321 -3.333  0.4034
H -1.408 3.479 -4.795  0.4694
H -1.026 0.923 -5.262  0.4911
H 1.233 0.289 -4.141  0.3916
C -2.860 4.302 5.029  -1.2952
C -1.745 4.161 4.020  0.9689
O -1.972 4.023 2.842  -0.5147
C -0.331 4.199 4.551  -1.0875
H -3.818 4.257 4.517  0.3267
H -2.809 3.491 5.758  0.3220
H -2.778 5.259 5.546  0.3988
H -0.176 3.384 5.260  0.3167
H -0.143 5.152 5.048  0.4392
H 0.367 4.086 3.725  0.1457

Max |F|, hartree/bohr: 0.1056
HOMO, eV: -8.153
Relative energy (zero: lowest compared OMol25 entry of this formula, charge and spin), kJ/mol: 0.00
Kohn-Sham gap, eV: 8.709
SMILES string: CCN[C@H](NO)[C@H](CCO)OCCCCCCCCCCCCCn1cccc1.CC(C)=O

***

# 3
The following is a quantum chemistry calculation of a molecular structure, C26H52Br18I2N5O5P2 at a distorted geometry, from the Open Molecules 2025 dataset.

Each line ends with the Mulliken charge.
Positions of all 110 atoms, in Å:
C 4.985 -0.432 -0.879  -1.3746
C 3.456 -0.130 -0.874  -0.3416
C 2.699 -0.816 0.345  -0.5753
N 1.298 -0.982 -0.074  0.5927
N 0.396 0.011 -0.214  0.5191
C -0.783 -0.519 -0.679  0.1297
N -1.878 0.203 -0.984  0.6866
C -3.065 -0.442 -1.535  -0.9452
I -3.458 0.070 -3.603  0.1467
C -3.900 -1.293 -0.906  0.4689
C -5.075 -1.887 -1.739  -0.4679
I -3.623 -1.794 1.147  0.1460
P -1.887 1.942 -0.783  0.6867
N -3.208 2.582 -1.264  -0.8265
O -1.567 2.303 0.793  -0.4139
O -0.656 2.530 -1.725  -0.4817
N -0.626 -1.886 -0.799  -0.3355
C 0.689 -2.115 -0.407  0.0308
P 1.287 -3.862 -0.459  0.7248
O 1.358 -4.286 -1.849  -0.6424
O 2.715 -4.086 0.311  -0.4749
O 0.174 -4.758 0.347  -0.4694
H 5.416 0.129 -1.744  0.3653
H 5.439 0.014 0.031  0.3142
H 5.240 -1.496 -1.041  0.3949
H 3.219 0.956 -0.862  0.3232
H 3.023 -0.617 -1.782  0.4417
H 2.785 -0.116 1.213  0.1221
H 3.185 -1.773 0.603  0.2799
H 0.605 0.985 -0.015  -0.0976
H -4.611 -2.442 -2.599  -0.3866
H -5.667 -2.632 -1.172  0.3806
H -5.728 -1.076 -2.127  0.3520
H -2.957 3.215 -2.027  0.2437
H -0.633 2.587 0.867  0.1229
H -0.299 1.831 -2.306  0.3545
H 2.507 -4.111 1.269  0.2496
H 0.029 -4.360 1.230  0.3434
Br -1.262 -2.612 5.042  -0.1209
C 0.461 -1.892 4.498  -0.2706
C 0.298 -0.652 3.661  -0.6176
Br -0.238 -1.120 1.841  0.2128
H 0.989 -2.691 3.978  -0.1924
H 0.980 -1.664 5.428  0.4678
H 1.249 -0.129 3.555  0.3208
H -0.447 0.038 4.049  0.4520
Br -7.731 -2.252 -4.565  -0.0862
C -6.329 -2.113 -5.909  -0.4547
C -5.530 -3.385 -6.000  -0.0861
Br -4.280 -3.537 -4.510  -0.1212
H -5.727 -1.246 -5.647  0.1480
H -6.848 -1.919 -6.847  0.3690
H -4.910 -3.384 -6.896  -0.1821
H -6.143 -4.282 -5.990  0.4224
Br -11.681 -0.480 -3.527  -0.1071
C -11.510 -2.352 -3.024  -0.5653
C -11.102 -2.498 -1.581  -0.5420
Br -9.205 -2.126 -1.340  -0.1372
H -10.803 -2.803 -3.716  0.2596
H -12.497 -2.783 -3.187  0.3593
H -11.235 -3.527 -1.247  0.3418
H -11.642 -1.833 -0.913  0.3684
Br 5.188 1.471 2.983  -0.0436
C 5.082 2.497 1.332  -0.1789
C 4.122 3.650 1.463  -0.6278
Br 2.271 3.043 1.364  -0.0108
H 4.810 1.800 0.543  -0.2737
H 6.093 2.861 1.156  0.5052
H 4.240 4.343 0.632  0.4077
H 4.224 4.192 2.399  0.2227
Br -0.245 5.476 0.067  -0.0634
C 0.564 7.214 0.424  -0.6328
C 0.811 7.411 1.897  0.1520
Br -0.838 7.841 2.839  -0.1113
H -0.096 7.964 -0.004  0.4169
H 1.505 7.207 -0.125  0.3634
H 1.464 8.265 2.066  0.0360
H 1.233 6.537 2.383  -0.1414
Br 3.781 9.969 2.654  -0.1517
C 4.090 9.166 4.402  -0.6254
C 4.667 7.781 4.273  -0.5680
Br 3.295 6.486 3.777  -0.0887
H 3.142 9.188 4.933  0.3709
H 4.797 9.829 4.899  0.3718
H 5.051 7.435 5.232  0.3636
H 5.453 7.711 3.526  0.4009
Br 8.670 2.944 5.467  -0.1353
C 8.335 1.898 7.076  -0.5672
C 7.330 0.806 6.820  -0.5616
Br 5.517 1.516 6.747  -0.1546
H 8.022 2.596 7.848  0.3695
H 9.301 1.474 7.346  0.3421
H 7.323 0.092 7.642  0.3441
H 7.501 0.277 5.886  0.3519
Br 2.369 -4.975 4.703  -0.0695
C 3.038 -6.285 3.417  -0.4740
C 2.996 -7.680 3.985  -0.6506
Br 4.452 -7.973 5.241  -0.1264
H 4.038 -5.968 3.133  0.4133
H 2.375 -6.205 2.555  0.2188
H 3.145 -8.417 3.198  0.3899
H 2.072 -7.899 4.513  0.3905
Br -2.602 -1.712 -8.729  -0.1153
C -2.884 -3.416 -9.630  -0.6102
C -3.670 -3.240 -10.902  -0.5470
Br -5.564 -2.976 -10.528  -0.1340
H -3.368 -4.077 -8.916  0.3202
H -1.884 -3.791 -9.846  0.3660
H -3.623 -4.142 -11.510  0.3446
H -3.342 -2.390 -11.494  0.3758

Max |F|, hartree/bohr: 0.1362
Charge: +1
HOMO, eV: -10.721
Kohn-Sham gap, eV: 7.485

***

no.,E (Ha)
1,-6299.0750
2,-1486.3609
3,-49282.0176